Entry 1:
{
  "formula": "C25H53BBrClF2N5O3P2",
  "method": "ωB97M-V with the def2-TZVPD basis set",
  "symbols": ["C", "C", "C", "C", "N", "C", "N", "C", "C", "C", "F", "B", "O", "N", "C", "C", "N", "C", "C", "C", "Br", "C", "Cl", "P", "C", "C", "C", "F", "P", "N", "H", "H", "H", "H", "H", "H", "H", "H", "H", "H", "H", "H", "H", "H", "H", "H", "H", "H", "H", "H", "H", "H", "H", "H", "H", "H", "H", "H", "H", "H", "H", "H", "H", "H", "H", "H", "H", "C", "C", "C", "O", "C", "H", "H", "H", "H", "H", "H", "H", "H", "C", "C", "C", "O", "C", "H", "H", "H", "H", "H", "H", "H", "H"],
  "xyz": [[4.8348, 3.5278, 0.9772], [4.2518, 2.1258, 0.7952], [2.7251, 2.0782, 0.9974], [2.1944, 0.8632, 1.7777], [1.3135, -0.0668, 1.0313], [0.2030, 0.2910, 0.3379], [-0.6047, 1.3176, 0.4790], [-0.6211, 2.2075, 1.6717], [-1.9713, 2.8891, 1.8899], [-3.1171, 1.9295, 2.1672], [-2.7106, 0.9570, 3.0763], [-1.5858, 1.6555, -0.6458], [-2.5458, 0.7421, -0.9937], [-1.4904, 2.9880, -1.1303], [-0.3863, 3.2519, -2.0736], [-2.7804, 3.5008, -1.6275], [-0.1095, -0.6467, -0.6744], [-1.0285, -1.7653, -0.2105], [-1.9291, -1.4993, 0.9929], [-3.2069, -2.3161, 0.8811], [-1.0501, -1.9597, 2.6756], [1.2242, -1.1023, -1.0869], [1.8950, 0.3171, -2.0127], [1.1982, -2.6709, -2.1445], [2.6984, -2.5431, -3.1957], [-0.1657, -2.1894, -3.2986], [1.9704, -1.1568, 0.2726], [1.6799, -2.3429, 0.9176], [3.8522, -1.2683, 0.1082], [4.3186, -2.6770, -0.3346], [5.9154, 3.4812, 1.1133], [4.4021, 4.0277, 1.8460], [4.6463, 4.1435, 0.0958], [4.4768, 1.8001, -0.2258], [4.7555, 1.4087, 1.4506], [2.4398, 2.9735, 1.5553], [2.2196, 2.1621, 0.0313], [1.6495, 1.1951, 2.6540], [3.0070, 0.2656, 2.1845], [-0.4429, 1.5763, 2.5374], [0.1544, 2.9636, 1.5836], [-1.8310, 3.5144, 2.7766], [-2.2436, 3.5678, 1.0807], [-3.4759, 1.4246, 1.2628], [-3.9657, 2.4710, 2.5914], [-2.4305, 0.3277, -1.8568], [-0.6174, 4.1657, -2.6210], [0.5525, 3.4307, -1.5427], [-0.2433, 2.4495, -2.8036], [-3.5869, 3.2686, -0.9353], [-3.0205, 3.1285, -2.6290], [-2.7070, 4.5899, -1.6793], [-1.6857, -1.9814, -1.0547], [-0.4458, -2.6653, -0.0213], [-2.1943, -0.4536, 1.0853], [-2.9809, -3.3845, 0.8760], [-3.8716, -2.1032, 1.7157], [-3.7110, -2.0790, -0.0596], [3.3699, -1.7388, -2.9068], [2.4089, -2.4254, -4.2394], [3.2513, -3.4747, -3.0798], [0.2038, -2.1026, -4.3189], [-0.9406, -2.9540, -3.2490], [-0.6030, -1.2321, -3.0127], [4.3620, -0.8537, 1.3505], [4.2225, -0.2286, -0.7505], [3.5841, -3.3640, -0.4519], [-7.9000, 4.8914, 0.0576], [-7.7688, 3.6825, 0.9824], [-6.5969, 2.9428, 0.3522], [-5.7522, 3.9451, -0.2242], [-6.4430, 5.2022, -0.2529], [-8.4190, 5.7342, 0.5100], [-8.4316, 4.6123, -0.8538], [-7.5162, 4.0060, 1.9941], [-8.6682, 3.0721, 1.0352], [-6.9341, 2.2649, -0.4386], [-6.0177, 2.3652, 1.0767], [-6.0073, 5.8626, 0.5035], [-6.3001, 5.6569, -1.2333], [4.9792, -6.1625, 1.1682], [5.8531, -5.9383, -0.0638], [6.2199, -7.3672, -0.4438], [5.1118, -8.1793, -0.0515], [4.2284, -7.4309, 0.7803], [4.3146, -5.3275, 1.3888], [5.6032, -6.3433, 2.0457], [5.2684, -5.4694, -0.8581], [6.7246, -5.3137, 0.1244], [7.1145, -7.7023, 0.0915], [6.3904, -7.4985, -1.5129], [3.3202, -7.1929, 0.2132], [3.9466, -8.0448, 1.6365]],
  "charge": 1,
  "largest_force_ha_per_bohr": 0.033,
  "lumo_ev": -2.79,
  "energy_ha": -5425.148467,
  "homo_energy_ev": -10.7,
  "homo_lumo_gap_ev": 7.88
}

Entry 2:
{
  "formula": "C19H40OP2Sn",
  "method": "ωB97M-V with the def2-TZVPD basis set",
  "symbols": ["P", "P", "C", "C", "H", "H", "H", "H", "C", "H", "H", "H", "C", "H", "H", "H", "C", "H", "H", "H", "C", "H", "H", "H", "Sn", "C", "C", "C", "C", "C", "C", "C", "C", "C", "H", "H", "H", "H", "H", "H", "H", "H", "H", "H", "H", "H", "H", "H", "H", "C", "C", "C", "C", "O", "H", "H", "H", "H", "H", "H", "H", "H", "H"],
  "xyz": [[-0.9216, 3.8860, -3.0740], [0.6482, 0.6233, -4.4106], [-0.0656, 3.3200, -4.5523], [-0.4768, 1.9370, -5.0555], [1.2110, 3.2899, -4.2715], [-0.2857, 4.0718, -5.3400], [-1.5192, 1.6656, -4.8070], [-0.3698, 1.9350, -6.1576], [1.5955, 0.3116, -5.9734], [2.3277, -0.4874, -5.7942], [2.1294, 1.1902, -6.3679], [0.8943, -0.0267, -6.7525], [-0.1811, -0.9240, -4.1427], [0.0237, -1.5816, -5.0129], [-1.2876, -0.8001, -4.0693], [0.2200, -1.3801, -3.2262], [-0.9009, 5.6897, -3.3206], [-1.1758, 6.2290, -2.4057], [-1.6408, 5.9247, -4.0949], [0.0811, 6.0446, -3.6570], [-2.6486, 3.5162, -2.9011], [-2.9147, 2.5915, -3.4241], [-3.1869, 4.3477, -3.3806], [-2.9638, 3.4593, -1.8522], [-2.2316, -0.4620, -1.7345], [2.1220, 1.4040, -3.3997], [2.3868, 2.7304, -4.0187], [3.3774, 3.5688, -3.2127], [2.9553, 4.1558, -1.8264], [1.5809, 4.6072, -1.7822], [0.4279, 3.7803, -1.6537], [0.5157, 2.2130, -1.5088], [1.7681, 1.4381, -1.8806], [-3.0514, 0.7674, -0.0859], [2.9389, 0.6768, -3.5648], [2.7836, 2.5988, -5.0326], [3.6181, 4.4050, -3.8887], [4.3056, 3.0008, -3.0385], [3.2039, 3.4915, -0.9790], [3.6226, 5.0150, -1.6779], [1.4026, 5.6885, -1.7389], [-0.2582, 4.1978, -0.8750], [-0.2935, 1.7517, -2.1158], [0.2194, 1.9656, -0.4702], [2.6312, 1.7805, -1.3068], [1.6075, 0.4060, -1.5246], [-4.0026, 0.2763, 0.1760], [-3.2623, 1.7976, -0.4125], [-2.3934, 0.7812, 0.7969], [-1.8832, -3.0875, 1.2844], [-0.8271, -2.0514, 0.9211], [-0.7925, -1.0098, 2.0320], [0.5086, -2.7919, 0.9239], [-1.0390, -1.4566, -0.3552], [-1.6510, -3.5369, 2.2622], [-1.9040, -3.9009, 0.5522], [-2.8773, -2.6366, 1.3594], [-0.4595, -1.4710, 2.9731], [-0.0967, -0.1987, 1.7927], [-1.7824, -0.5828, 2.2239], [0.5275, -3.6029, 0.1895], [1.3459, -2.1219, 0.7112], [0.7023, -3.2575, 1.9014]],
  "charge": 2,
  "largest_force_ha_per_bohr": 0.085,
  "lumo_ev": [-6.89, -7.66],
  "de_lowest_kj_mol": 187.8,
  "energy_ha": -1719.423733,
  "homo_energy_ev": [-13.6, -13.6],
  "homo_lumo_gap_ev": [6.69, 5.91]
}

Entry 3:
{
  "formula": "C16H19NO2S",
  "method": "ωB97M-V with the def2-TZVPD basis set",
  "symbols": ["C", "C", "O", "C", "C", "C", "C", "C", "C", "O", "H", "H", "H", "C", "N", "C", "C", "C", "C", "C", "C", "S", "C", "H", "H", "H", "H", "H", "H", "H", "H", "H", "H", "H", "H", "H", "H", "H", "H"],
  "xyz": [[-1.8537, -3.2074, 0.5801], [-2.8537, -2.6481, -0.4245], [-2.3965, -1.4939, -1.1179], [-2.3210, -0.3331, -0.3545], [-1.2214, -0.0301, 0.4285], [-1.1789, 1.1523, 1.1540], [-2.2563, 2.0252, 1.0822], [-3.3528, 1.7417, 0.2911], [-3.3925, 0.5638, -0.4418], [-4.4522, 0.2841, -1.2411], [-4.2360, -0.5247, -1.7310], [-4.1848, 2.4239, 0.2218], [-2.2340, 2.9459, 1.6467], [0.0173, 1.4879, 2.0219], [1.2451, 0.8427, 1.6313], [1.7933, 1.0022, 0.3810], [1.5044, 2.0993, -0.4313], [2.1409, 2.2731, -1.6449], [3.0832, 1.3590, -2.0806], [3.3736, 0.2537, -1.2991], [2.7239, 0.0605, -0.0949], [3.0278, -1.3898, 0.9008], [3.4253, -2.6429, -0.3537], [4.4574, -2.5407, -0.6773], [3.2888, -3.6049, 0.1310], [2.7422, -2.5411, -1.1915], [4.1076, -0.4594, -1.6414], [3.5897, 1.4961, -3.0236], [1.8978, 3.1312, -2.2536], [0.7688, 2.8191, -0.1112], [1.3882, -0.0812, 2.0166], [0.1691, 2.5725, 2.0248], [-0.1910, 1.1900, 3.0551], [-0.3925, -0.7203, 0.4502], [-3.8040, -2.4293, 0.0843], [-3.0374, -3.3797, -1.2165], [-1.7264, -2.5264, 1.4183], [-0.8904, -3.3653, 0.1012], [-2.2193, -4.1587, 0.9574]],
  "largest_force_ha_per_bohr": 0.013,
  "lumo_ev": 0.66,
  "de_lowest_kj_mol": 40.8,
  "energy_ha": -1224.509190,
  "homo_energy_ev": -7.7,
  "homo_lumo_gap_ev": 8.32
}

Entry 4:
{
  "formula": "C4H13NOS",
  "method": "ωB97M-V with the def2-TZVPD basis set",
  "symbols": ["C", "C", "C", "S", "C", "N", "H", "H", "H", "H", "H", "H", "H", "H", "H", "H", "H", "H", "H", "O"],
  "xyz": [[-1.2619, -0.2569, 0.0059], [-0.0090, 0.2369, 0.8197], [0.7416, 1.3578, 0.0539], [0.3447, 3.0614, 0.4083], [-1.6075, -1.7343, -0.0089], [-0.5347, -2.6133, 0.4686], [-1.1921, 0.2546, -0.9485], [-2.0912, 0.2111, 0.5513], [0.7247, -0.5518, 0.9619], [-0.2687, 0.6306, 1.8017], [0.6875, 1.2556, -1.0282], [1.7941, 1.1737, 0.2945], [-0.9466, 2.9833, 0.6575], [-1.9571, -1.9100, -1.0282], [-2.4853, -1.9219, 0.6227], [-0.8638, -3.5600, 0.6052], [-0.2557, -2.3104, 1.3961], [1.0817, -2.0944, -1.3395], [2.2770, -1.6961, -2.1432], [1.8184, -2.4972, -1.8239]],
  "largest_force_ha_per_bohr": 0.051,
  "lumo_ev": 0.81,
  "de_lowest_kj_mol": 105.5,
  "energy_ha": -688.348518,
  "homo_energy_ev": -9.1,
  "homo_lumo_gap_ev": 9.92
}